42
Properties=species:S:1:pos:R:3 method="wB97M-V/def2-TZVPD" lumo_energy_ev=-0.01 homo_lumo_gap_ev=8.32 energy_ev=-25373.489 de_lowest_kcal_mol=23.8
H 4.24168 4.39713 1.35847
N 4.00168 3.95335 0.47758
C 2.79472 3.54783 0.68286
N 1.94167 3.79296 1.85043
N 2.20893 2.78020 -0.23808
C 2.84806 2.26477 -1.46902
C 1.85715 1.36880 -2.25134
C 1.72574 0.07978 -1.38617
C 0.27780 -0.46221 -1.20922
N -0.38407 -0.52201 -2.53023
C -0.64140 0.37125 -0.24584
O -0.53554 1.57603 -0.09784
N -1.68868 -0.28525 0.25714
C -2.17177 -1.68838 0.14357
C -3.72025 -1.65879 0.01762
O -4.41702 -0.66398 0.10847
O -4.30075 -2.80848 -0.26950
C -1.78779 -2.61444 1.33176
C -0.33291 -3.14600 1.21583
C -2.07776 -1.99434 2.71799
H 1.26564 3.07321 1.80633
H 1.34250 4.66699 1.75862
H 1.22343 2.65255 -0.20897
H 3.19011 3.08533 -2.11220
H 3.77163 1.77606 -1.21370
H 0.90417 1.98099 -2.35137
H 2.16032 1.12159 -3.24243
H 2.41905 -0.65088 -1.75147
H 2.04900 0.32624 -0.34234
H 0.27272 -1.48215 -0.76776
H -0.59365 0.44854 -2.69097
H -1.24791 -1.07140 -2.54461
H -2.48434 0.30828 0.52567
H -1.79676 -2.10428 -0.79395
H -3.69335 -3.57798 -0.29810
H -2.42112 -3.51142 1.16467
H 0.37591 -2.37608 1.50319
H -0.20804 -4.04953 1.85715
H -0.03804 -3.42448 0.16413
H -3.03717 -1.49207 2.67046
H -1.97921 -2.75264 3.49361
H -1.31434 -1.23511 2.90957

13
Properties=species:S:1:pos:R:3 method="wB97M-V/def2-TZVPD" total_charge=+1 lumo_energy_ev=-3.99 homo_lumo_gap_ev=11.65 energy_ev=-18067.630 de_lowest_kcal_mol=0.0
N -0.17788 -0.94183 1.35931
C -0.88865 -0.03963 0.37610
P 0.37880 0.38672 -0.87312
O 1.45397 -0.60544 -0.72525
O -0.37965 0.38381 -2.23831
O 0.84930 1.87060 -0.60965
H -0.71880 -1.08750 2.21104
H 0.73812 -0.56084 1.59840
H 0.02364 -1.82634 0.88938
H -1.69268 -0.61961 -0.06178
H -1.31307 0.82104 0.87828
H 0.27975 0.29630 -2.94647
H 1.44713 1.92272 0.14209

55
Properties=species:S:1:pos:R:3 method="wB97M-V/def2-TZVPD" total_charge=+1 lumo_energy_ev=-3.99 homo_lumo_gap_ev=7.58 energy_ev=-29611.145 de_lowest_kcal_mol=0.0
Sn -0.50350 1.40055 -0.90792
C -3.45866 -1.03856 -0.92943
C -3.17036 -0.69046 0.33107
C -2.96960 0.80284 0.41951
C -3.21542 1.24308 -1.01037
C -3.49926 0.16105 -1.76385
H -3.64484 -2.04028 -1.28831
H -3.06270 -1.35189 1.17738
H -3.70115 1.25308 1.09964
H -3.32103 2.28466 -1.28602
H -3.77323 0.15661 -2.80981
C 0.19047 -2.95574 -2.21657
C 0.95092 -1.83406 -1.55393
C 1.33240 -1.93236 -0.20811
C 1.03006 -3.20743 0.54026
C 1.99931 -0.87089 0.42120
C 2.39553 -1.02048 1.87181
C 2.33372 0.27712 -0.32046
C 3.08460 1.44386 0.28551
C 2.03634 0.33160 -1.69726
C 2.57429 1.44846 -2.55995
C 1.28315 -0.69279 -2.29399
C 0.86950 -0.59557 -3.74393
H -0.88800 -2.79722 -2.12176
H 0.41537 -3.91805 -1.76781
H 0.42345 -3.02717 -3.27583
H -0.04693 -3.37249 0.61631
H 1.44037 -3.21475 1.54359
H 1.45516 -4.06430 0.01708
H 3.20515 -1.74783 1.96113
H 1.56067 -1.37235 2.47659
H 2.74776 -0.09570 2.31193
H 2.70716 2.39568 -0.09221
H 4.14662 1.39186 0.03537
H 3.01050 1.47878 1.36616
H 1.81351 2.20107 -2.80346
H 2.93844 1.04356 -3.50227
H 3.40134 1.96403 -2.08254
H 1.49179 -1.24429 -4.36474
H 0.95933 0.41709 -4.12887
H -0.16638 -0.91048 -3.87118
C -1.87458 0.45857 3.16398
C -1.29855 1.49406 2.19389
C -1.81502 2.89960 2.53026
C 0.22687 1.47728 2.32245
N -1.60624 1.18490 0.79115
H -1.51218 0.67861 4.16771
H -1.53851 -0.54185 2.88765
H -2.96434 0.47093 3.19072
H -1.50659 3.19118 3.53457
H -2.90389 2.94877 2.47914
H -1.40260 3.61530 1.81744
H 0.53100 1.76828 3.32631
H 0.67989 2.17889 1.60827
H 0.60889 0.47562 2.11252

39
Properties=species:S:1:pos:R:3 method="wB97M-V/def2-TZVPD" total_charge=+2 lumo_energy_ev="-6.60 / -8.95" homo_lumo_gap_ev="8.75 / 6.41" spin_multiplicity=3 energy_ev=-66314.994 de_lowest_kcal_mol=5.5 s2=2.028
Yb -0.18412 -0.94783 1.10050
P -2.30557 -2.42369 -0.27037
P 0.13815 0.73018 3.48332
N 0.58414 -1.26504 -1.07915
N 1.75188 0.34441 0.73740
H 1.98829 -0.47162 -2.50892
H 3.55703 0.12958 -0.40147
H 2.61550 -1.70029 -1.35375
C 1.94471 -0.83088 -1.46103
H 2.34373 1.24970 -1.12389
C 2.46899 0.29468 -0.55868
H -0.28535 -0.44095 -2.86825
H 3.11851 1.81302 1.35812
C -0.42211 -0.94016 -1.87917
C 2.18872 1.24527 1.59936
H -1.42632 -2.74773 -2.48569
C -1.68817 -1.82877 -1.93152
H -2.49520 -1.31448 -2.46780
H -0.61542 1.93202 3.68357
H 0.64062 0.66463 4.81758
H -3.59036 -1.83970 -0.41560
H -2.74859 -3.68658 -0.73868
O -1.64380 0.47648 0.40925
C -1.39038 1.26562 -0.67453
C -2.57217 1.54229 -1.59273
C -0.74277 2.55402 -0.21291
H -0.72645 0.48859 -1.41293
H -2.82174 0.65046 -2.17926
H -3.43462 1.82744 -0.98047
H -2.33232 2.35005 -2.30481
H 0.12065 2.39509 0.43739
H -0.45845 3.26643 -1.00221
H -1.50427 3.03085 0.42077
C 1.59432 1.56776 2.83831
H 2.11032 2.35759 3.38264
N 1.34642 -2.75528 1.86385
H 1.24486 -3.17939 2.77916
H 2.25942 -2.29147 1.82537
H 1.37187 -3.51229 1.16723

9
Properties=species:S:1:pos:R:3 method="wB97M-V/def2-TZVPD" lumo_energy_ev=-0.22 homo_lumo_gap_ev=8.90 energy_ev=-9751.008 de_lowest_kcal_mol=117.2
C -0.23656 -1.63054 -0.27499
C -0.73239 -0.32137 0.21350
N 0.63135 0.85427 -0.31568
O -0.61317 -2.09759 -1.31480
O -1.57485 0.05589 0.88378
O 0.47656 2.04992 0.39777
H 0.46738 -1.95190 0.47744
H 1.40775 0.43433 0.21663
H 0.17392 2.60700 -0.28365

56
Properties=species:S:1:pos:R:3 method="wB97M-V/def2-TZVPD" lumo_energy_ev="-0.99 / -2.17" homo_lumo_gap_ev="7.40 / 6.21" spin_multiplicity=2 energy_ev=-77863.036 de_lowest_kcal_mol=47.2 s2=0.764
Ir 0.39545 -0.08921 0.33848
S 0.47871 -3.95474 0.26142
C -0.14408 -3.13398 -1.11166
C -0.60984 -3.95281 -2.15852
C -0.95474 -3.40180 -3.36923
C -0.85877 -2.02642 -3.52616
C -0.43403 -1.27189 -2.45505
N -0.07422 -1.78786 -1.27632
H -0.66918 -5.01430 -1.97396
H -1.28667 -4.02895 -4.18606
H -1.11206 -1.54775 -4.46047
H -0.36245 -0.19745 -2.54661
O -1.77099 -0.33317 0.93825
S -1.74003 0.79097 1.89239
O -2.86649 1.67369 1.77548
O -0.42436 1.47245 1.75586
C -1.81255 0.16918 3.56706
C -2.45183 0.97700 4.49728
C -2.51809 0.58686 5.82466
C -1.94196 -0.60945 6.22723
C -1.31565 -1.42391 5.29801
C -1.26026 -1.03424 3.96830
S -0.33023 -2.07779 2.86717
O 0.40285 -2.98460 3.70548
O -1.30523 -2.74064 1.99207
O 0.58908 -1.15485 2.13961
H -2.89653 1.89784 4.14731
H -3.02001 1.21932 6.54428
H -1.96267 -0.89734 7.26966
H -0.84590 -2.35687 5.57365
C 4.36743 -1.69377 -0.12793
C 4.86663 -0.89102 -1.14935
C 4.07234 0.07556 -1.72931
C 2.75016 0.24719 -1.30184
C 2.25758 -0.54860 -0.25071
C 3.06330 -1.52181 0.31817
C 1.82962 1.22012 -1.83027
C 2.15323 2.14310 -2.83484
C 1.27152 3.10563 -3.21920
C -0.00758 3.14102 -2.62600
C -0.95445 4.11653 -2.96667
C -2.20897 4.11456 -2.40237
C -2.55808 3.08849 -1.52350
C -1.65230 2.10749 -1.18914
C -0.33600 2.13666 -1.67179
N 0.58857 1.21066 -1.25765
H 5.00145 -2.44107 0.33054
H 5.88461 -1.02191 -1.49291
H 4.47788 0.70083 -2.51523
H 2.68486 -2.13379 1.12485
H 3.13249 2.09674 -3.28839
H 1.52363 3.83570 -3.97695
H -0.68351 4.88030 -3.68502
H -2.91577 4.89588 -2.64556
H -3.54339 3.04725 -1.07966
H -1.96257 1.32096 -0.52886

51
Properties=species:S:1:pos:R:3 method="wB97M-V/def2-TZVPD" total_charge=-1 lumo_energy_ev="2.53 / 2.53" homo_lumo_gap_ev="5.79 / 5.72" spin_multiplicity=2 energy_ev=-98768.645 de_lowest_kcal_mol=0.0 s2=0.767
Co -0.44969 0.00704 0.00631
N -0.15050 -0.49130 -2.16880
C 1.14914 -1.14625 -2.22468
C 2.12521 -0.33401 -1.38341
N 1.60714 -0.08037 -0.02896
C 2.06385 -0.99632 1.02135
C 1.44747 -0.54689 2.34096
N -0.00111 -0.45512 2.20828
H -0.92550 -1.11237 -2.38037
H -0.20619 0.34144 -2.74100
H 1.55814 -1.25199 -3.23718
H 1.03344 -2.14410 -1.80724
H 2.25994 0.64260 -1.85490
H 3.10638 -0.82205 -1.34447
H 1.85122 0.86724 0.24147
H 3.15870 -0.99849 1.10898
H 1.73591 -2.00136 0.75958
H 1.81674 0.45883 2.56447
H 1.79251 -1.20512 3.14793
H -0.44097 0.09824 2.92990
H -0.45361 -1.36198 2.16425
S -2.66138 0.29940 0.09916
C -2.86756 2.04821 0.06702
C -4.15450 2.59384 0.11184
C -4.36287 3.96425 0.09334
C -3.27324 4.82717 0.02840
C -1.99102 4.29989 -0.01743
C -1.77262 2.92244 0.00067
S -0.14421 2.25087 -0.06164
H -4.99796 1.91424 0.16235
H -5.37295 4.35660 0.12923
H -3.42011 5.90104 0.01308
H -1.13119 4.95916 -0.06911
C 1.47656 -8.49714 0.29259
C 0.76158 -7.18194 0.13152
C 0.01231 -6.90415 -1.00284
C -0.64612 -5.68730 -1.15069
C -0.56029 -4.73260 -0.15327
C 0.18657 -4.99571 0.99119
C 0.83994 -6.20683 1.12677
S -1.43599 -3.18926 -0.31774
O -1.77984 -3.08961 -1.72276
O -2.52577 -3.25118 0.62332
O -0.39343 -2.20023 0.06616
H 1.32208 -9.13674 -0.57638
H 1.12018 -9.03610 1.17301
H 2.55192 -8.35148 0.41464
H -0.05758 -7.64832 -1.78893
H -1.22173 -5.46456 -2.03928
H 0.25047 -4.24524 1.76963
H 1.42193 -6.40410 2.02120

81
Properties=species:S:1:pos:R:3 method="wB97M-V/def2-TZVPD" lumo_energy_ev="-0.24 / -0.25" homo_lumo_gap_ev="6.86 / 7.15" spin_multiplicity=2 energy_ev=-240354.559 de_lowest_kcal_mol=12.1 s2=0.756
Cu -1.02475 -0.36471 -0.34455
Se 1.03207 0.88501 2.71657
P 0.50341 2.36574 1.28701
Se -0.28970 1.82291 -0.70273
C -0.72167 3.51035 2.02593
C -1.00841 3.43535 3.38085
C -1.96153 4.26683 3.93563
C -2.63540 5.17851 3.14305
C -2.37994 5.22872 1.78326
C -1.42859 4.39625 1.22466
C 1.98997 3.34072 0.82866
C 1.87208 4.39951 -0.06523
C 3.00572 5.02314 -0.55181
C 4.26130 4.58365 -0.16625
C 4.37848 3.55210 0.74806
C 3.24647 2.93306 1.25072
H -0.50091 2.71624 4.00660
H -2.18951 4.18789 4.98741
H -3.36982 5.83491 3.58489
H -2.94065 5.90327 1.15359
H -1.25350 4.41435 0.15829
H 0.89529 4.71842 -0.39785
H 2.91474 5.83984 -1.25261
H 5.15025 5.03051 -0.58826
H 5.35704 3.21626 1.05457
H 3.34038 2.12132 1.95936
N -1.70593 -2.08593 -1.21107
C -3.01844 -2.03075 -1.72711
C -3.28049 -2.43860 -3.02778
C -4.57209 -2.43454 -3.52530
C -5.61220 -2.00621 -2.72050
C -5.35167 -1.57500 -1.43277
C -4.06186 -1.57932 -0.90949
C -3.82544 -1.04439 0.44095
C -4.75247 -1.29845 1.45182
C -4.64596 -0.69208 2.68665
C -3.62331 0.20681 2.92298
C -2.66373 0.41676 1.94725
C -2.72506 -0.22145 0.72023
H -1.07105 -2.54583 -1.85566
H -1.68500 -2.52466 -0.29336
H -2.45973 -2.76292 -3.65513
H -4.76814 -2.77511 -4.53069
H -6.62538 -2.01457 -3.09420
H -6.16580 -1.21321 -0.82279
H -5.54685 -2.00451 1.26285
H -5.36476 -0.91450 3.46229
H -3.56047 0.74124 3.85834
H -1.83635 1.08014 2.16542
C -0.92084 -3.49512 3.14496
S -1.75647 -3.84162 1.57282
C -0.76494 -5.24019 0.96541
H -1.25176 -4.21250 3.89212
H -1.22307 -2.49238 3.43142
H 0.15766 -3.53703 3.01333
H 0.26341 -4.93077 0.79398
H -1.21639 -5.56539 0.03378
H -0.80528 -6.04796 1.68732
C 2.42169 -2.52945 0.78516
C 1.28641 -1.74391 0.70840
N 0.84779 -1.24752 -0.44391
C 1.49040 -1.53428 -1.56668
C 2.58467 -2.39257 -1.59919
C 3.06478 -2.88042 -0.38571
C 3.13958 -2.83911 -2.88144
C 3.90793 -2.11235 -3.69325
C 4.40403 -0.77527 -3.40451
C 5.32234 -0.16445 -4.26530
C 5.81106 1.07087 -3.87542
N 5.40593 1.67543 -2.76824
C 4.50264 1.03593 -2.04539
N 3.99920 -0.15538 -2.29224
H 2.77816 -2.87145 1.74448
H 0.71396 -1.49429 1.58751
H 1.10064 -1.08448 -2.47055
H 3.93599 -3.51695 -0.35589
H 2.87545 -3.85217 -3.16644
H 4.24482 -2.54115 -4.62785
H 5.65172 -0.63718 -5.17773
H 6.55399 1.59463 -4.46331
H 4.15386 1.53539 -1.15040